Computed, not measured: a 4-piece molecular cluster, C39H87INO14P4S2 overall in a non-equilibrium geometry, with wB97M-V/def2-TZVPD.

Structure (XYZ):
```
148
Properties=species:S:1:pos:R:3:forces:R:3
C -1.133 0.287 3.030 -0.53 -0.59 -0.94
C -1.057 -0.342 1.591 0.13 0.06 1.74
C -0.179 -1.617 1.696 0.18 0.17 -0.54
C 0.437 -2.145 0.351 0.20 0.60 0.05
C -0.131 -1.505 -0.938 -0.08 -0.81 -0.25
C -1.587 -1.932 -1.285 0.95 0.11 -0.30
C -1.834 -3.460 -1.252 -0.99 0.59 -0.18
C -3.333 -3.693 -1.678 1.31 0.05 1.37
C -4.195 -3.424 -0.413 -0.59 -0.94 -0.37
C -5.708 -3.246 -0.720 0.78 0.06 -0.76
C -5.981 -1.927 -1.496 0.12 -0.53 0.49
P -7.079 -0.652 -0.555 -1.00 -0.87 -0.99
C -7.022 0.474 -2.116 -0.36 0.48 0.10
C -7.172 2.000 -1.861 0.39 -0.32 -1.47
C -5.851 2.830 -1.868 -0.62 0.85 1.10
S -4.800 2.463 -3.323 0.51 -0.44 0.27
C -3.306 3.507 -3.309 -0.28 0.72 -0.24
S -3.259 4.633 -4.523 0.07 -0.49 -0.03
N -2.237 3.362 -2.419 -2.27 0.87 0.22
C -1.466 4.596 -2.253 1.46 0.27 0.98
C -2.279 5.743 -1.579 -0.43 0.78 -0.44
O -3.422 5.276 -0.866 0.33 -0.75 -0.39
C -3.011 4.128 -0.139 0.65 0.11 0.33
C -2.606 2.931 -1.065 0.75 -0.58 1.23
C -5.455 0.121 0.206 0.50 -0.45 1.81
C -5.767 0.913 1.450 0.87 -0.78 -1.74
O -5.437 2.030 1.617 0.03 1.65 0.64
I -6.866 -0.018 3.136 0.15 -0.10 -0.18
H -1.894 1.082 3.020 0.44 -0.06 0.25
H -0.140 0.650 3.331 -0.39 0.02 0.06
H -1.479 -0.505 3.716 0.22 0.42 -0.02
H -2.094 -0.588 1.315 0.43 0.16 -0.29
H -0.637 0.441 0.944 -0.17 -0.48 -0.14
H -0.750 -2.404 2.218 0.07 0.29 -0.27
H 0.659 -1.363 2.372 -0.28 -0.17 -0.22
H 1.518 -1.909 0.377 -0.38 -0.17 -0.07
H 0.363 -3.241 0.268 -0.02 0.37 0.14
H -0.033 -0.409 -0.914 -0.10 -0.31 0.02
H 0.499 -1.846 -1.784 -0.11 0.16 0.38
H -2.291 -1.368 -0.655 0.06 -0.43 -0.21
H -1.761 -1.611 -2.330 -0.10 0.02 0.41
H -1.715 -3.865 -0.231 0.09 0.10 -0.39
H -1.144 -3.998 -1.927 -0.11 0.33 0.24
H -3.412 -4.756 -1.955 -0.41 0.45 -0.25
H -3.550 -3.005 -2.508 -0.22 -0.45 0.13
H -3.784 -2.593 0.184 -0.24 -0.12 -0.31
H -4.088 -4.335 0.212 0.06 0.42 -0.08
H -5.979 -4.085 -1.391 -0.05 0.12 0.54
H -6.268 -3.347 0.225 -0.08 0.24 -0.38
H -4.995 -1.471 -1.724 -0.49 -0.04 -0.10
H -6.501 -2.136 -2.448 0.25 0.12 0.33
H -7.943 0.327 0.132 0.18 0.22 0.07
H -7.183 -1.485 0.630 0.28 -0.03 0.07
H -8.292 -1.322 -1.059 -0.10 -0.06 -0.09
H -6.128 0.202 -2.701 -0.17 0.45 0.17
H -7.890 0.169 -2.731 0.34 -0.07 0.34
H -7.749 2.202 -0.939 0.51 -0.11 -0.11
H -7.800 2.394 -2.685 0.26 0.02 0.36
H -5.359 2.722 -0.891 0.16 -0.15 -0.50
H -6.141 3.894 -1.934 0.28 -0.37 -0.06
H -0.949 4.923 -3.163 -0.57 -0.12 0.12
H -0.651 4.352 -1.541 -0.32 -0.18 -0.35
H -2.648 6.465 -2.324 0.05 -0.39 0.23
H -1.653 6.318 -0.865 0.09 -0.41 -0.32
H -3.767 3.846 0.606 -0.02 0.04 -0.49
H -2.098 4.425 0.427 -0.41 -0.19 -0.04
H -3.335 2.114 -1.021 0.08 0.37 -0.54
H -1.682 2.525 -0.606 -0.39 -0.02 -0.27
H -4.845 -0.734 0.559 -0.51 0.10 -0.20
H -4.825 0.677 -0.504 -0.36 0.24 0.41
O 4.501 -0.924 -0.482 0.79 0.12 3.72
P 5.826 -0.224 -0.467 0.65 1.15 -7.76
O 5.484 1.184 -1.227 0.22 -0.22 0.99
C 4.726 2.176 -0.536 -0.06 0.28 0.12
C 5.578 2.934 0.469 0.02 -0.10 0.09
O 6.538 -1.009 -1.730 0.36 -0.28 0.96
C 6.118 -2.328 -2.097 -0.30 -0.10 -0.33
C 5.157 -2.279 -3.268 -0.01 0.06 -0.17
O 7.321 0.337 -0.002 -1.94 -0.95 2.30
C 8.214 -0.577 0.668 0.50 -0.01 0.00
C 9.137 -1.276 -0.316 -0.13 -0.41 -0.08
H 3.862 1.716 -0.048 -0.01 -0.02 -0.05
H 4.352 2.867 -1.291 0.03 -0.14 -0.09
H 5.881 2.283 1.292 -0.02 0.06 0.03
H 5.023 3.776 0.885 -0.02 -0.03 -0.01
H 6.489 3.305 -0.003 -0.05 0.03 -0.04
H 5.681 -2.848 -1.245 -0.11 0.09 -0.03
H 7.010 -2.888 -2.387 0.09 0.14 0.03
H 4.334 -1.586 -3.094 0.00 -0.07 0.22
H 4.746 -3.271 -3.466 0.06 -0.01 0.00
H 5.677 -1.933 -4.164 0.02 -0.05 0.01
H 7.650 -1.299 1.263 0.04 0.00 0.02
H 8.810 0.024 1.355 -0.18 0.09 0.02
H 8.657 -2.154 -0.747 -0.01 0.08 -0.10
H 10.041 -1.625 0.187 -0.01 0.13 0.07
H 9.412 -0.616 -1.137 0.01 0.08 0.10
O -4.172 8.485 6.624 -0.43 -3.24 1.77
P -3.536 7.510 5.678 2.23 4.85 -5.48
O -2.011 8.097 5.555 -0.38 -0.70 0.43
C -1.117 7.929 6.652 0.23 -0.12 0.10
C -0.561 6.516 6.710 -0.10 -0.06 0.05
O -4.155 8.093 4.266 -0.37 -0.74 0.35
C -5.384 8.817 4.251 -0.01 0.39 0.00
C -5.127 10.312 4.220 0.11 0.08 -0.11
O -3.110 6.117 4.895 -1.22 -0.21 3.00
C -4.151 5.153 4.588 -0.12 -0.47 -0.46
C -4.729 5.372 3.202 -0.38 0.23 -0.05
H -1.618 8.191 7.589 -0.01 0.04 -0.02
H -0.301 8.637 6.502 -0.11 0.07 -0.09
H -1.345 5.799 6.960 0.06 -0.02 0.03
H 0.224 6.443 7.466 -0.02 0.02 0.00
H -0.152 6.224 5.743 0.02 0.06 0.01
H -6.010 8.541 5.100 0.10 0.06 0.07
H -5.925 8.524 3.348 0.14 -0.11 -0.04
H -4.439 10.620 5.008 -0.11 -0.12 0.13
H -6.062 10.864 4.332 0.01 0.00 -0.02
H -4.668 10.593 3.270 -0.05 -0.01 -0.01
H -4.932 5.178 5.351 0.02 -0.03 0.00
H -3.681 4.171 4.628 0.10 0.10 0.16
H -5.515 6.127 3.225 0.08 0.05 -0.07
H -5.180 4.456 2.818 0.13 -0.09 0.10
H -3.968 5.716 2.502 0.08 -0.09 0.06
O 5.902 -5.951 -3.003 2.96 1.16 2.12
P 6.618 -7.244 -2.755 -4.84 -4.77 -4.14
O 6.911 -7.774 -4.276 0.66 0.41 0.70
C 7.924 -7.132 -5.048 0.26 0.00 -0.15
C 9.315 -7.580 -4.632 0.01 0.06 0.11
O 5.309 -8.196 -2.439 0.55 0.28 0.88
C 4.098 -7.625 -1.936 -0.33 0.12 -0.24
C 3.097 -7.414 -3.055 -0.04 -0.13 -0.11
O 7.604 -8.413 -2.108 0.69 3.04 0.68
C 7.663 -8.537 -0.670 0.09 -0.42 0.33
C 6.658 -9.552 -0.154 -0.35 0.19 0.15
H 7.823 -6.045 -4.971 -0.05 -0.01 -0.02
H 7.747 -7.408 -6.088 -0.15 -0.03 0.06
H 9.553 -7.224 -3.627 0.06 0.01 -0.04
H 10.066 -7.189 -5.321 -0.03 0.01 0.00
H 9.379 -8.668 -4.616 -0.02 0.02 -0.06
H 4.296 -6.695 -1.403 0.03 0.04 -0.13
H 3.684 -8.327 -1.208 0.14 -0.11 -0.03
H 3.533 -6.864 -3.889 0.08 0.13 0.14
H 2.225 -6.869 -2.691 0.00 -0.02 0.00
H 2.766 -8.377 -3.448 -0.03 0.01 0.05
H 7.522 -7.563 -0.194 0.03 -0.02 0.02
H 8.672 -8.877 -0.432 0.04 0.13 -0.16
H 5.679 -9.097 -0.015 -0.02 -0.07 -0.10
H 6.968 -9.940 0.818 0.13 0.00 -0.06
H 6.539 -10.380 -0.852 0.13 0.01 0.00
```
Positions in Å, forces in eV/Å.

Values from the calculation:
net charge = -1
E_LUMO = 0.0158 Eh
Kohn-Sham gap = 4.725 eV
HOMO level = -0.1578 hartree
F_max = 7.96 eV Å⁻¹

Mulliken population analysis, charges in e, atoms 1 to 5: number 1, C, carries -1.565; number 2, C, carries 0.781; number 3, C, carries -0.916; number 4, C, carries -0.394; number 5, C, carries -1.082